Arrangement a

Density functional theory data (ωB97M-V/def2-TZVPD) for a single C3H6O molecule.

The geometry in XYZ format:
```
10
Properties=species:S:1:pos:R:3:nbo_charge:R:1
C -1.5917 0.3112 0.3910 -0.256
C 0.4823 -0.4469 0.5859 0.301
O -0.2197 0.6784 0.5277 -0.536
C 1.5791 -0.2854 -0.4128 -0.788
H -2.1041 1.2483 0.2036 0.194
H -1.6669 -0.3234 -0.4993 0.180
H -1.9669 -0.2389 1.2553 0.202
H 1.4207 -1.1534 -1.0738 0.251
H 1.5066 0.6384 -1.0025 0.207
H 2.5608 -0.4134 0.0397 0.245
```

Results
HOMO level = -8.325 eV
2S+1 = 1
LUMO = 0.78 eV

---

Arrangement b

Density functional theory data (ωB97M-V/def2-TZVPD) for a molecular structure, C3H6O.

The geometry in XYZ format:
```
10
Properties=species:S:1:pos:R:3:nbo_charge:R:1
C 0.2868 0.8137 -0.1590 -0.605
C 1.2332 -0.3824 -0.0493 -0.076
O 0.2436 -1.1590 -0.7789 -0.464
C -0.6489 -0.1726 -0.8692 0.299
H 0.6108 1.6329 -0.8054 0.241
H -0.1032 1.2310 0.7689 0.241
H 2.1792 -0.3436 -0.5951 0.192
H 1.3836 -0.8028 0.9492 0.193
H -2.4650 -0.3941 0.3926 0.012
H -2.7202 -0.4231 1.1461 -0.032
```

Results
HOMO level = -8.694 eV
2S+1 = 1
LUMO = 0.94 eV

---

Arrangement c

Density functional theory data (ωB97M-V/def2-TZVPD) for a single C3H6O molecule.

The geometry in XYZ format:
```
10
Properties=species:S:1:pos:R:3:nbo_charge:R:1
C -0.9644 0.4089 0.3360 -0.459
C 0.3612 0.9434 -0.2516 -0.073
O 0.8603 -0.4371 -0.5298 -0.536
C -0.1463 -0.9658 0.3683 -0.059
H -1.4061 0.8385 1.3244 0.211
H -1.8194 0.4014 -0.4184 0.210
H 0.2579 1.4988 -1.2195 0.185
H 0.9958 1.5168 0.4603 0.179
H 0.1475 -1.1982 1.4270 0.162
H -0.5612 -1.8790 -0.0517 0.181
```

Results
HOMO level = -9.715 eV
2S+1 = 1
SMILES = C1COC1
LUMO = 1.18 eV

---

arrangement c ends up most stable, edging out the next structure by 0.0686 hartree.

---

Arrangement a

Density functional theory data (ωB97M-V/def2-TZVPD) for a single C3H6O molecule.

The geometry in XYZ format:
```
10
Properties=species:S:1:pos:R:3:nbo_charge:R:1
O 1.7187 -0.1620 -0.2524 -0.694
C 0.4934 -0.0798 0.4241 0.071
C -0.6489 0.6974 -0.1827 -0.455
C -0.6490 -0.7893 -0.1749 -0.435
H 2.1486 0.6912 -0.0558 0.467
H 0.5237 -0.0672 1.5008 0.170
H -0.4858 1.1293 -1.1625 0.222
H -1.3336 1.2507 0.4855 0.215
H -1.2679 -1.3537 0.5340 0.212
H -0.4992 -1.3166 -1.1160 0.227
```

Results
HOMO level = -9.877 eV
2S+1 = 1
SMILES = OC1CC1
LUMO = 1.06 eV

---

Arrangement b

Density functional theory data (ωB97M-V/def2-TZVPD) for a molecular structure, C3H6O.

The geometry in XYZ format:
```
10
Properties=species:S:1:pos:R:3:nbo_charge:R:1
C 0.0710 0.7886 0.0716 -0.458
C 0.9907 -0.4305 -0.0497 -0.054
O -0.1154 -1.3151 -0.2844 -0.535
C -1.0432 -0.2467 -0.0113 -0.056
H 0.0933 1.4576 -0.7957 0.206
H 0.1305 1.3831 0.9833 0.208
H 1.6917 -0.4423 -0.8889 0.176
H 1.5065 -0.6703 0.8863 0.167
H -1.7160 -0.0439 -0.8438 0.173
H -1.5974 -0.4627 0.9176 0.172
```

Results
HOMO level = -9.617 eV
2S+1 = 1
LUMO = 1.19 eV

---

Arrangement c

Density functional theory data (ωB97M-V/def2-TZVPD) for a single C3H6O molecule.

The geometry in XYZ format:
```
10
Properties=species:S:1:pos:R:3:nbo_charge:R:1
O -0.0454 1.7669 0.3769 -0.686
C 0.4116 0.4597 0.5268 0.062
C -0.6596 -0.6394 -0.0776 -0.464
C 0.5562 -0.3668 -0.8011 -0.417
H -1.0267 1.5400 0.9493 0.477
H 0.9556 0.0514 1.4610 0.183
H -1.3940 -0.2070 -0.6042 0.207
H -0.7556 -1.5652 0.4392 0.215
H 1.2715 -1.2399 -0.6287 0.200
H 0.6865 0.2003 -1.6415 0.223
```

Results
HOMO level = -9.204 eV
2S+1 = 1
SMILES = OC1CC1
LUMO = 0.89 eV

---

arrangement a ends up most stable, edging out the next structure by 0.0055 hartree.

---

Arrangement a

Density functional theory data (ωB97M-V/def2-TZVPD) for a single C3H6O molecule.

The geometry in XYZ format:
```
10
Properties=species:S:1:pos:R:3:nbo_charge:R:1
C 0.0114 -1.8714 -0.2717 -0.636
C 0.1138 -0.3769 -0.4684 -0.315
C -0.1324 0.5032 0.4861 0.149
O 0.0281 1.8544 0.3765 -0.685
H 0.4823 -2.2121 0.6462 0.215
H -1.0361 -2.1953 -0.2093 0.212
H 0.4069 -2.3773 -1.1507 0.215
H 0.4446 -0.0501 -1.4513 0.193
H -0.3905 0.2713 1.5118 0.177
H 0.1162 2.1235 -0.5434 0.474
```

Results
HOMO level = -8.689 eV
2S+1 = 1
SMILES = C/C=C/O
LUMO = 1.06 eV

---

Arrangement b

Density functional theory data (ωB97M-V/def2-TZVPD) for a single C3H6O molecule.

The geometry in XYZ format:
```
10
Properties=species:S:1:pos:R:3:nbo_charge:R:1
C -0.1465 1.3645 -0.6849 -0.611
C 0.8406 0.3410 -0.1993 -0.513
C 0.2190 -0.8651 0.4719 0.445
O -0.9554 -1.0863 0.5189 -0.522
H -0.8451 0.8820 -1.3800 0.220
H 0.2779 2.2341 -1.1794 0.215
H -0.7504 1.7358 0.1451 0.213
H 1.2682 -0.0902 -1.1295 0.228
H 1.6628 0.6997 0.4114 0.223
H 0.9146 -1.6205 0.8700 0.103
```

Results
HOMO level = -9.853 eV
2S+1 = 1
SMILES = CCC=O
LUMO = 1.03 eV

---

Arrangement c

Density functional theory data (ωB97M-V/def2-TZVPD) for a molecular structure, C3H6O.

The geometry in XYZ format:
```
10
Properties=species:S:1:pos:R:3:nbo_charge:R:1
C 1.1880 -0.4924 0.0948 -0.423
C 0.0635 0.0148 -0.6372 0.285
O -0.0640 -0.0156 -1.8648 -0.627
C -1.0829 0.3055 0.3106 -0.675
H 1.6958 -1.3882 -0.3084 0.242
H 0.9868 0.9460 -0.2793 0.306
H 1.3110 -0.3445 1.1615 0.214
H -1.7084 1.0569 -0.1500 0.228
H -1.5917 -0.6628 0.3374 0.237
H -0.7982 0.5803 1.3355 0.212
```

Results
HOMO level = -9.254 eV
2S+1 = 1
LUMO = 0.01 eV

---

Arrangement d

Density functional theory data (ωB97M-V/def2-TZVPD) for 2 unconnected molecules or ions with the total composition C3H6O.

The geometry in XYZ format:
```
10
Properties=species:S:1:pos:R:3:nbo_charge:R:1
C -0.8814 1.8234 -0.7969 -0.365
C -0.8644 0.5857 -0.3130 -0.417
H -1.1396 2.7080 -0.2299 0.194
H -0.5850 2.0175 -1.8211 0.190
H -0.7964 0.4201 0.7549 0.204
H -0.8476 -0.2141 -1.0434 0.193
C 1.2423 -1.8457 0.8817 0.274
O 1.9993 -1.3141 1.6480 -0.492
H 1.2294 -2.9345 0.7421 0.103
H 0.6433 -1.2462 0.1777 0.115
```

Results
HOMO level = -9.983 eV
2S+1 = 1
SMILES = C=C.C=O
LUMO = 0.88 eV

---

arrangement b ends up most stable, edging out the next structure by 0.0160 hartree.

---

Arrangement a

Density functional theory data (ωB97M-V/def2-TZVPD) for a single C3H6O molecule.

The geometry in XYZ format:
```
10
Properties=species:S:1:pos:R:3:nbo_charge:R:1
O -0.4788 1.2771 1.0844 -0.737
C 0.4524 0.2492 0.3415 0.041
C -0.3009 -0.8383 -0.1519 -0.477
C 0.3266 0.2331 -1.1415 -0.479
H -0.9226 0.4153 1.7546 0.458
H 1.3762 0.2051 1.0167 0.207
H -1.5113 -0.7473 -0.1557 0.239
H 0.1750 -1.8400 0.0771 0.237
H 1.1601 -0.1370 -1.7006 0.236
H -0.2768 1.1829 -1.1245 0.276
```

Results
HOMO level = -10.009 eV
2S+1 = 1
SMILES = OC1CC1
LUMO = 0.96 eV

---

Arrangement b

Density functional theory data (ωB97M-V/def2-TZVPD) for a single C3H6O molecule.

The geometry in XYZ format:
```
10
Properties=species:S:1:pos:R:3:nbo_charge:R:1
C 0.1533 -1.0884 0.5989 -0.634
C 0.2133 -0.0636 -0.5023 0.053
C -0.4165 1.2524 -0.3538 -0.113
O 0.9871 1.0901 -0.1939 -0.493
H 1.1558 -1.4687 0.8259 0.222
H -0.4819 -1.9363 0.3232 0.214
H -0.2430 -0.6319 1.5111 0.213
H 0.3243 -0.4274 -1.5240 0.179
H -0.7057 1.8193 -1.2365 0.181
H -0.9868 1.4544 0.5515 0.176
```

Results
HOMO level = -10.288 eV
2S+1 = 1
SMILES = C[C@H]1CO1
LUMO = 1.22 eV

---

Arrangement c

Density functional theory data (ωB97M-V/def2-TZVPD) for 2 unconnected molecules or ions with the total composition C3H6O.

The geometry in XYZ format:
```
10
Properties=species:S:1:pos:R:3:nbo_charge:R:1
C -1.6150 1.0465 0.2197 -0.270
C 0.2499 -1.1433 -0.1642 -0.760
C 1.1648 0.0254 -0.1819 0.466
O 0.7598 1.1595 -0.0039 -0.514
H -1.3703 1.3225 1.2632 0.097
H -0.7704 -0.7248 -0.1517 0.281
H -1.4982 1.9812 -0.3518 0.102
H 0.4282 -1.7177 0.7529 0.240
H 0.4053 -1.7917 -1.0309 0.233
H 2.2460 -0.1575 -0.3514 0.127
```

Results
HOMO level = -8.760 eV
2S+1 = 1
LUMO = 0.09 eV

---

Arrangement d

Density functional theory data (ωB97M-V/def2-TZVPD) for a single C3H6O molecule.

The geometry in XYZ format:
```
10
Properties=species:S:1:pos:R:3:nbo_charge:R:1
C 0.6746 0.6334 0.7534 -0.612
C -0.5516 0.1472 -0.0098 -0.513
C -0.3028 -1.0001 -0.9583 0.446
O 0.7857 -1.3759 -1.3234 -0.523
H 0.9749 -0.0890 1.5195 0.213
H 0.4613 1.5835 1.2532 0.212
H 1.5260 0.7774 0.0823 0.225
H -1.3646 -0.1417 0.6696 0.220
H -0.9742 0.9462 -0.6392 0.230
H -1.2293 -1.4811 -1.3473 0.102
```

Results
HOMO level = -9.881 eV
2S+1 = 1
SMILES = CCC=O
LUMO = 1.02 eV

---

arrangement d ends up most stable, edging out the next structure by 0.0343 hartree.